Record 1
8
Properties=species:S:1:pos:R:3:forces:R:3 method="wB97M-V/def2-TZVPD" homo_lumo_gap_ev=9.45 smiles="[H]/N=C1/CP1F" multiplicity=1 e_lumo_ev=0.2 homo_ev=-9.224
C 0.41626 0.16100 0.21906 1.8 0.6 2.5
C -0.32988 -0.77778 -0.47766 -1.2 -1.0 1.3
N 1.57488 0.22510 0.71741 -0.4 1.4 1.2
F -1.27457 1.61687 -0.81985 -0.6 0.2 -0.2
P -1.36642 0.54534 0.39076 0.6 -0.1 -0.5
H -0.31950 -0.94188 -1.46785 -0.3 0.3 -3.8
H -0.26799 -1.76703 -0.07744 -0.2 -0.6 0.9
H 1.56722 0.93837 1.51556 0.2 -1.0 -1.5

Record 2
115
Properties=species:S:1:pos:R:3:forces:R:3 method="wB97M-V/def2-TZVPD" homo_lumo_gap_ev="6.56 / 6.17" s_squared=2.02 multiplicity=3 e_lumo_ev="-2.5 / -3.3" total_charge=+1 homo_ev="-9.105 / -9.471"
W 0.32456 -0.80904 -0.62883 1.0 0.3 0.3
Br -0.80774 -2.38621 1.28542 0.0 -0.1 0.1
C 0.39076 -3.85700 1.21144 -0.1 0.0 0.0
C 0.19101 -4.90378 2.05889 0.1 0.0 -0.1
C 1.09849 -5.98374 2.00665 0.0 0.1 0.0
C 2.13361 -5.95669 1.11939 0.0 0.0 0.0
C 2.33319 -4.85960 0.24366 0.0 0.0 0.0
C 3.41432 -4.84280 -0.66754 0.0 0.0 0.0
C 3.59240 -3.76128 -1.47630 0.0 0.0 0.0
C 2.70312 -2.66523 -1.42401 0.0 0.0 0.0
C 1.62246 -2.61878 -0.57360 -0.1 -0.1 -0.1
C 1.44356 -3.74980 0.27963 0.0 -0.1 0.0
H -0.63729 -4.90890 2.75145 0.0 0.0 0.0
H 0.96302 -6.82378 2.67194 0.0 0.0 0.0
H 2.83036 -6.78318 1.06989 0.0 0.0 0.0
H 4.08761 -5.68834 -0.70106 0.0 0.0 0.0
H 4.42653 -3.72274 -2.16363 0.0 0.0 0.0
H 2.92361 -1.83789 -2.08227 0.0 -0.1 0.0
N -2.13228 -3.68540 -2.85404 0.2 0.1 0.1
C -0.96874 -4.30735 -3.25811 0.1 0.1 0.1
C 0.05746 -3.56148 -2.77182 -0.2 0.0 0.0
N -0.45162 -2.48203 -2.07662 -0.4 -0.1 0.0
C -1.77051 -2.59724 -2.15114 0.2 0.0 0.0
C -2.53612 -1.53838 -1.56250 -0.1 0.2 -0.2
N -1.83942 -0.55887 -1.00446 -0.5 -0.1 0.0
C -2.76636 0.38012 -0.60212 -0.1 -0.1 0.0
C -4.01249 -0.05282 -0.92154 0.2 0.0 0.0
N -3.85370 -1.27198 -1.54794 0.2 0.0 0.1
H -3.06794 -4.00666 -3.03641 0.0 0.0 0.0
H -0.97491 -5.20912 -3.83893 0.0 -0.1 -0.1
H 1.11109 -3.72417 -2.88419 0.1 0.0 0.0
H -2.46793 1.31680 -0.17544 0.0 0.0 0.0
H -4.97192 0.40786 -0.78984 -0.1 0.0 0.0
H -4.59419 -1.86102 -1.88890 0.0 0.0 0.0
N 2.75666 1.61572 -1.13268 -0.1 0.1 -0.1
C 2.57607 0.77608 -2.15208 0.1 0.3 0.2
N 1.48045 0.04621 -2.31816 0.1 -0.5 0.0
C 1.42748 -0.41718 -3.64580 -0.2 0.1 -0.1
C 0.28599 -0.82635 -4.32568 0.0 0.0 0.0
C 0.39716 -1.23779 -5.64219 0.1 0.0 0.0
C 1.62745 -1.22308 -6.29816 0.0 0.0 0.0
C 2.74814 -0.71280 -5.66546 -0.1 0.1 0.0
C 2.61922 -0.27374 -4.35666 0.0 -0.1 0.0
S 3.77061 0.62226 -3.40774 0.0 0.0 0.0
H 1.86957 2.01722 -0.78835 0.1 0.0 -0.1
H 3.55417 2.23051 -1.17996 0.0 -0.1 0.0
H -0.68051 -0.76293 -3.84242 0.0 0.0 0.0
H -0.48875 -1.54823 -6.17864 0.0 0.0 0.0
H 1.69838 -1.56106 -7.32193 0.0 0.0 0.0
H 3.68604 -0.61277 -6.19219 0.0 0.0 0.0
C -3.54760 1.44605 -5.03395 0.0 0.0 0.0
C -2.17432 1.88622 -4.62361 0.0 0.0 -0.2
C -1.25004 2.36591 -5.54228 0.0 0.0 0.0
C -0.00234 2.69678 -5.04757 0.0 0.0 -0.1
N 0.31449 2.59646 -3.76518 0.1 0.1 0.0
C -0.65440 2.17157 -2.94383 0.3 -0.3 0.1
S -0.27817 2.05886 -1.24417 -0.3 0.2 0.3
N -1.87575 1.78134 -3.33305 -0.1 0.0 0.1
H -3.81181 1.82178 -6.02005 0.0 0.0 0.0
H -4.27915 1.79357 -4.30677 0.0 0.0 0.0
H -3.59503 0.35539 -5.06195 0.0 0.0 0.0
H -1.49033 2.46820 -6.58960 0.0 0.0 0.0
H 0.77984 3.05550 -5.70685 0.0 0.0 0.0
F -2.87888 -0.72537 2.15470 -0.2 0.2 0.1
C -3.60717 0.26372 2.70932 0.0 -0.1 0.0
C -3.07221 1.52500 2.87265 0.0 -0.1 -0.1
C -3.88721 2.45896 3.49085 -0.1 0.0 0.1
F -3.42936 3.70390 3.68787 0.0 0.0 0.0
C -5.17654 2.17891 3.90769 0.0 -0.1 0.0
F -5.92696 3.11032 4.48662 0.0 0.0 0.0
C -5.68586 0.90345 3.70621 0.0 0.0 0.0
F -6.92162 0.60809 4.09061 0.1 0.0 0.0
C -4.89490 -0.06230 3.10529 0.0 0.1 0.0
F -5.37309 -1.29443 2.91600 0.0 0.0 0.0
Ge -1.27526 2.13149 2.33351 0.0 0.0 0.2
S 0.19498 0.74129 1.52924 0.1 -0.1 0.1
C -0.51791 2.57239 4.10704 0.0 -0.1 0.0
C -0.20772 3.83326 4.58694 0.0 0.1 0.1
F -0.44130 4.92349 3.85314 0.0 0.0 0.0
C 0.33110 4.04016 5.85008 0.0 -0.1 0.0
F 0.61901 5.26715 6.27221 0.0 0.0 0.0
C 0.56791 2.95492 6.67836 0.0 0.0 0.0
F 1.08834 3.13490 7.88684 0.0 0.0 -0.1
C 0.25084 1.67786 6.23970 0.0 0.1 0.0
F 0.46959 0.62474 7.03095 0.0 0.0 0.0
C -0.29005 1.51655 4.97600 0.1 -0.1 0.1
F -0.60181 0.25884 4.60581 0.0 0.1 0.0
C -1.47819 3.73958 1.25255 0.1 0.1 0.1
C -0.35306 4.50831 1.01323 0.1 0.1 -0.1
F 0.82142 4.15574 1.56614 -0.1 0.0 0.0
C -0.36612 5.61688 0.19016 0.0 0.0 0.0
F 0.74060 6.32494 -0.02592 0.0 0.0 0.0
C -1.55106 5.97293 -0.43765 0.0 0.0 0.0
F -1.58674 7.02879 -1.24240 0.0 -0.1 0.1
C -2.69490 5.21830 -0.23126 0.1 0.0 0.0
F -3.82815 5.54323 -0.85076 0.0 0.0 0.0
C -2.63653 4.11751 0.60626 0.0 0.1 -0.2
F -3.75591 3.37435 0.71644 0.0 0.0 0.0
O 4.26904 -0.59658 -0.33537 0.2 0.1 0.0
C 3.50107 -0.50427 0.59678 0.0 -0.4 0.2
O 2.22178 -0.61792 0.60976 -0.3 0.5 0.0
C 4.13139 -0.34857 2.01307 -0.1 0.0 -0.3
N 3.06405 -0.05121 3.03877 -0.5 0.2 -0.4
C 3.06760 -1.13147 4.07277 0.0 -0.1 0.1
C 3.63399 -2.31980 3.31312 0.0 0.0 0.0
C 4.74156 -1.68006 2.47425 0.0 0.0 0.0
H 4.84537 0.47219 1.98569 0.0 -0.1 0.0
H 2.15684 -0.05614 2.51150 0.1 0.0 0.1
H 3.13750 0.88407 3.43506 0.1 -0.1 0.0
H 2.05811 -1.25424 4.46012 0.0 0.0 0.0
H 3.73391 -0.82831 4.88024 0.0 0.0 0.0
H 2.87050 -2.76627 2.67326 0.0 0.0 0.0
H 4.00389 -3.08455 3.99169 0.0 0.0 0.0
H 5.03193 -2.27421 1.61044 0.0 0.0 0.0
H 5.62870 -1.50961 3.08428 0.0 0.0 0.0

Record 3
24
Properties=species:S:1:pos:R:3:forces:R:3 method="wB97M-V/def2-TZVPD" homo_lumo_gap_ev="9.87 / 3.16" s_squared=0.75 multiplicity=2 e_lumo_ev="-3.4 / -10.1" total_charge=+1 homo_ev="-13.272 / -13.272"
O -0.55035 -1.78562 -2.05160 0.5 -0.2 0.3
H -1.13581 -1.09567 -2.36377 -0.7 0.5 -0.1
H 0.17612 -1.78411 -2.67487 0.3 -0.3 -0.1
O -2.30074 0.18331 -2.42777 0.1 0.1 0.1
H -2.88536 0.61554 -1.80518 -0.2 0.1 0.2
H -2.59125 0.49403 -3.28525 -0.1 0.1 -0.4
O 2.73150 2.15067 1.91737 0.3 -0.2 0.0
H 2.10577 2.34435 2.61535 -0.2 0.3 0.2
H 2.25553 1.57141 1.32227 0.2 0.0 -0.2
O -0.37965 -1.68724 2.18798 1.1 0.2 2.7
H -0.60019 -0.83095 1.82144 -0.2 2.2 -0.8
H -0.57730 -2.30699 1.48577 -0.9 -2.5 -2.4
O -1.19232 -3.13088 0.17905 0.3 0.2 1.4
H -2.00409 -3.47957 -0.18932 -0.3 -0.3 0.1
H -0.88571 -2.49893 -0.47122 0.4 0.3 -1.3
O -0.04627 2.89229 2.34164 -0.1 -0.2 0.2
H -0.22225 2.31777 1.59654 0.0 -0.2 -0.3
H -0.62423 3.64339 2.20730 -0.1 0.3 0.1
O 0.04177 0.25147 0.40763 -1.4 -0.3 1.2
H 0.90483 0.35887 0.00785 1.5 -0.1 -0.3
H -0.54543 0.08584 -0.32993 -0.3 -0.1 -0.5
O 2.56568 0.60066 -0.50285 -0.5 -0.1 -0.1
H 2.46025 1.08240 -1.32324 0.1 0.4 -0.3
H 3.29953 0.00793 -0.66522 0.3 -0.3 0.2

Record 4
30
Properties=species:S:1:pos:R:3:forces:R:3 method="wB97M-V/def2-TZVPD" homo_lumo_gap_ev="6.82 / 6.22" s_squared=6.02 multiplicity=5 e_lumo_ev="3.2 / 1.2" total_charge=-1 homo_ev="-3.633 / -4.995"
C -1.62773 -0.76059 -1.80659 -2.8 -0.4 -0.3
C -1.16200 -1.25216 -0.55943 -2.8 -1.6 1.8
C -1.00749 -0.14310 0.35341 -3.1 -0.5 0.7
H -1.09103 -2.30322 -0.29593 0.3 0.3 0.0
C -1.32772 1.05965 -0.39063 -1.3 0.7 1.3
C -1.71042 0.68459 -1.70887 -2.2 0.1 -0.7
H -1.91924 1.33213 -2.54645 -0.2 0.1 0.2
H -1.86065 -1.33166 -2.71205 0.2 0.2 0.6
H -0.85035 -0.20235 1.43270 0.0 0.0 -0.8
H -1.15833 2.07468 -0.04839 -0.3 -0.2 0.1
Rh 0.15213 0.06603 -1.32063 10.8 0.9 -3.4
Br 2.43986 -1.56049 -1.47010 0.0 -0.1 0.6
C 2.08190 0.66721 -3.47573 -0.4 0.6 -0.3
C 0.95384 1.43189 -3.85288 1.0 -0.3 0.2
C -0.05508 0.54339 -4.30304 0.1 -0.4 -0.2
H 0.89035 2.52062 -3.82840 0.0 -0.4 0.1
C 0.41801 -0.78137 -4.15413 -0.1 0.3 -0.3
C 1.77349 -0.73001 -3.72564 -0.2 0.0 -0.4
H 2.40930 -1.62031 -3.72614 -0.1 0.9 -0.7
H 2.99115 1.07601 -3.02011 -0.4 -0.4 -0.3
H -0.99545 0.84602 -4.77146 0.3 -0.2 0.4
H -0.08880 -1.69364 -4.47034 0.1 0.3 0.1
F 3.54370 0.69757 3.09507 0.4 -0.4 0.1
C 3.20155 -0.34576 2.31532 0.0 0.1 -0.1
F 3.93355 -0.27734 1.18053 -0.3 0.0 0.8
F 3.51335 -1.50032 2.93920 0.1 0.6 -0.1
S 1.40568 -0.25500 1.94430 0.1 -1.1 -1.6
O 0.67217 -0.41910 3.19036 0.6 0.5 -0.4
O 1.29640 1.05169 1.26281 0.2 -0.9 0.8
O 1.29555 -1.40626 1.02525 0.0 1.1 1.8

Listing ΔE to the lowest compared entry with this formula, charge and spin for the structures above in their given order: 0.2616 0.4919 0.0000 1.6719 eV.
Listing E for the structures above in their given order: -573.923367 -10016.384797 -611.141486 -4033.082903 Eh.